{
  "formula": "C27H29BrNOPtS2Te",
  "method": "the ωB97M-V functional and the def2-TZVPD basis",
  "elements": ["Pt", "C", "C", "S", "C", "C", "S", "H", "H", "H", "H", "H", "H", "Br", "C", "C", "C", "C", "C", "C", "Te", "N", "C", "O", "C", "C", "C", "C", "C", "C", "C", "C", "C", "C", "C", "C", "C", "C", "C", "C", "H", "H", "H", "H", "H", "H", "H", "H", "H", "H", "H", "H", "H", "H", "H", "H", "H", "H", "H", "H", "H", "H", "H"],
  "coordinates": [[2.04489, 0.95382, 1.65622], [6.45234, 0.01596, 2.14865], [4.95155, -0.11587, 2.17751], [4.07703, 0.49590, 0.77350], [4.26170, -0.67082, 3.18030], [4.89050, -1.24801, 4.41652], [2.49668, -0.73542, 3.13526], [6.77395, 0.38374, 1.17350], [6.96342, -0.93545, 2.33531], [6.80655, 0.73308, 2.89698], [5.94054, -1.50980, 4.26173], [4.35152, -2.14740, 4.72923], [4.83751, -0.54249, 5.25370], [2.25452, 3.49859, 1.14646], [-0.82584, 4.90145, -4.50671], [-0.96186, 3.64332, -3.68872], [0.15898, 2.94572, -3.25741], [0.05987, 1.78837, -2.49096], [1.31618, 1.05981, -2.10677], [-1.21463, 1.33002, -2.11744], [-1.43937, -0.63556, -1.05624], [-0.29220, 0.13951, 0.39952], [-0.75072, 0.55596, 1.54394], [0.01669, 1.11235, 2.39501], [-2.18413, 0.40789, 1.96619], [-3.16137, 1.26558, 1.47216], [-4.48845, 1.10755, 1.84543], [-4.85227, 0.08331, 2.71015], [-3.87758, -0.77344, 3.20700], [-2.54843, -0.60707, 2.84435], [-0.29828, -2.50211, -0.64586], [1.06097, -2.39097, -0.36950], [1.84434, -3.52988, -0.23814], [1.26935, -4.78373, -0.39367], [-0.08833, -4.89218, -0.66586], [-0.88778, -3.75891, -0.80478], [-2.35891, -3.90822, -1.10177], [-2.35456, 2.00603, -2.56130], [-3.76507, 1.59199, -2.20302], [-2.21006, 3.15574, -3.33842], [0.21053, 5.06062, -4.80592], [-1.14419, 5.77829, -3.93716], [-1.43803, 4.85844, -5.41115], [1.14717, 3.31288, -3.51634], [2.20264, 1.63716, -2.36750], [1.36604, 0.09040, -2.61512], [1.34636, 0.87130, -1.03333], [-2.86910, 2.05395, 0.78753], [-5.24238, 1.78024, 1.45248], [-5.88939, -0.04480, 2.99802], [-4.15524, -1.57933, 3.87671], [-1.77880, -1.26334, 3.23257], [1.50820, -1.41708, -0.20006], [2.89477, -3.41946, 0.00185], [1.87136, -5.67936, -0.28728], [-0.54333, -5.87472, -0.75971], [-2.67010, -4.94971, -0.99759], [-2.59922, -3.58712, -2.11979], [-2.96445, -3.29914, -0.42750], [-3.82433, 0.58660, -1.79318], [-4.41400, 1.64256, -3.08093], [-4.18094, 2.26879, -1.45101], [-3.10283, 3.68445, -3.66766]],
  "forces_ev_per_angstrom": [[0.5, 0.4, 0.5], [0.0, -0.1, 0.0], [-0.2, -0.3, 0.0], [0.2, 0.5, 0.1], [0.1, -0.1, 0.0], [0.0, 0.0, 0.0], [-0.1, -0.2, 0.0], [0.0, 0.0, 0.0], [0.0, 0.0, 0.0], [0.0, 0.0, 0.0], [0.0, 0.0, 0.0], [0.0, 0.0, 0.0], [0.0, 0.0, 0.0], [-0.3, -0.3, -0.4], [0.0, 0.0, 0.0], [0.0, 0.0, 0.0], [0.0, 0.0, 0.0], [-0.1, 0.0, 0.0], [0.0, 0.0, 0.0], [0.1, 0.0, -0.2], [-0.2, -0.2, 0.4], [-0.2, 0.0, -0.3], [0.1, 0.2, 0.0], [-0.1, -0.2, 0.0], [0.0, 0.1, 0.0], [0.0, 0.0, 0.0], [0.0, 0.0, 0.0], [0.0, 0.0, 0.0], [0.0, 0.0, 0.0], [0.0, 0.0, 0.0], [0.2, 0.1, -0.2], [0.0, -0.1, 0.1], [0.0, 0.0, 0.0], [0.0, 0.0, 0.0], [0.0, 0.0, 0.0], [0.0, 0.0, 0.0], [0.0, 0.0, 0.0], [0.0, 0.0, 0.0], [0.0, 0.0, 0.0], [0.0, 0.0, 0.0], [0.0, 0.0, 0.0], [0.0, 0.0, 0.0], [0.0, 0.0, 0.0], [0.0, 0.0, 0.0], [0.0, 0.0, 0.0], [0.0, 0.0, 0.0], [0.0, 0.0, 0.0], [0.0, 0.0, 0.0], [0.0, 0.0, 0.0], [0.0, 0.0, 0.0], [0.0, 0.0, 0.0], [0.0, 0.0, 0.0], [0.0, 0.0, 0.0], [0.0, 0.0, 0.0], [0.0, 0.0, 0.0], [0.0, 0.0, 0.0], [0.0, 0.0, 0.0], [0.0, 0.0, 0.0], [0.0, 0.0, 0.0], [0.0, 0.0, 0.0], [0.0, 0.0, 0.0], [0.0, 0.0, 0.0], [0.0, 0.0, 0.0]],
  "mulliken_charge": [1.213, -1.443, 0.416, -0.537, 0.480, -1.405, -0.601, 0.341, 0.317, 0.252, 0.337, 0.312, 0.240, -0.760, -1.508, 0.937, -1.072, 0.921, -0.943, -0.155, 0.471, -0.463, 0.865, -0.911, -0.754, 0.150, -0.608, -0.387, -0.534, -0.412, -0.042, 0.061, -0.943, -0.452, -0.652, 0.833, -1.417, 0.971, -1.801, -0.718, 0.333, 0.303, 0.342, 0.202, 0.363, 0.298, -0.189, 0.564, 0.363, 0.364, 0.370, 0.493, 0.382, 0.423, 0.341, 0.262, 0.380, 0.280, 0.283, 0.154, 0.496, 0.259, 0.335],
  "spin_multiplicity": 2,
  "fmax_ev_per_a": 0.8,
  "e_homo_ev": [-0.2, -0.2],
  "charge": -2,
  "s2": 0.7574,
  "e_above_lowest_kj_mol": 203.7
}